Record 1
{"formula": "C2HClF2S", "method": "ωB97M-V with the def2-TZVPD basis set", "gap_ha": 0.3108, "de_lowest_kj_mol": 17.3, "smiles": "FC(F)(Cl)C=S", "e_tot_ha": -1134.88782, "e_homo_ev": -9.57, "elements": ["S", "F", "Cl", "C", "F", "H", "C"], "coordinates": [[-1.241, 0.266, 1.767], [0.431, -1.530, 0.024], [1.480, 0.781, -0.564], [0.167, -0.330, -0.523], [-0.252, -0.526, -1.799], [-1.715, 0.863, -0.517], [-1.033, 0.348, 0.158]]}

***

Record 2
{"formula": "C6H13N2O2S", "method": "ωB97M-V with the def2-TZVPD basis set", "charge": 1, "gap_ha": 0.3791, "de_lowest_kj_mol": 235.2, "smiles": "CS(=O)(=O)/N=C/CC[C@@H]1C[NH2+]1", "e_tot_ha": -894.21521, "e_homo_ev": -13.81, "elements": ["H", "H", "H", "O", "C", "C", "H", "H", "H", "C", "S", "O", "H", "H", "C", "H", "C", "H", "H", "H", "H", "C", "N", "N"], "coordinates": [[-1.172, -1.896, -0.274], [0.073, 0.949, -0.944], [2.904, -1.660, -0.704], [-2.736, -0.793, -0.906], [-0.365, -1.427, 0.302], [1.871, -1.119, -0.729], [0.571, 2.010, 0.447], [-3.117, 0.165, 2.177], [1.444, -1.559, 1.334], [1.914, 0.281, -0.161], [-2.222, 0.278, -0.116], [-1.833, 1.533, -0.822], [-3.148, 1.619, 1.250], [1.478, -1.186, -1.752], [1.014, -1.925, 0.352], [2.465, 1.574, -1.814], [0.828, 1.234, -0.277], [2.209, 0.303, 0.878], [-4.242, 0.435, 0.828], [1.152, -3.070, 0.158], [2.760, 2.299, -0.260], [-3.287, 0.616, 1.259], [-0.691, -0.253, 0.638], [2.132, 1.594, -0.864]]}

***

Record 3
{"formula": "C14H9IrNO4", "method": "ωB97M-V with the def2-TZVPD basis set", "charge": -1, "gap_ha": [0.2355, 0.2827], "spin_multiplicity": 5, "de_lowest_kj_mol": 6.7, "e_tot_ha": -998.87732, "e_homo_ev": [-3.25, -5.18], "elements": ["O", "H", "C", "H", "O", "C", "H", "C", "C", "C", "C", "H", "H", "H", "H", "C", "H", "C", "O", "H", "Ir", "C", "C", "C", "C", "O", "C", "C", "N"], "coordinates": [[-3.556, 0.702, 1.276], [3.272, -0.818, -3.426], [0.092, -1.104, 3.655], [1.960, -0.490, 2.742], [2.080, 1.363, 0.533], [0.669, 1.226, 0.584], [0.572, -1.735, 4.394], [-1.872, -0.215, 2.664], [-0.013, -0.445, -4.161], [1.334, -0.751, -4.353], [-1.295, -1.022, 3.636], [-1.506, 0.264, -2.797], [-1.917, -1.567, 4.332], [-0.718, -0.573, -4.975], [2.201, 2.313, 0.650], [2.222, -0.582, -3.291], [2.493, 0.016, -1.258], [0.882, -0.410, 2.736], [-4.203, -0.450, 3.094], [1.687, -1.113, -5.311], [-1.884, 1.332, 0.064], [0.239, 0.386, 1.807], [1.791, -0.115, -2.068], [-3.353, 0.017, 2.352], [-0.089, 0.650, -0.612], [0.037, 2.447, 0.684], [0.422, 0.211, -1.846], [-0.461, 0.022, -2.945], [-1.087, 0.439, 1.838]]}

***

Record 4
{"formula": "C4H6OS", "method": "ωB97M-V with the def2-TZVPD basis set", "gap_ha": 0.3536, "de_lowest_kj_mol": 310.6, "e_tot_ha": -629.32885, "e_homo_ev": -8.87, "elements": ["S", "C", "C", "H", "H", "C", "H", "H", "C", "H", "H", "O"], "coordinates": [[2.788, 0.017, -0.367], [1.290, -1.087, 0.020], [0.481, 0.135, 0.022], [1.191, -1.662, -0.874], [-1.299, -0.140, -1.023], [-1.029, 0.374, -0.091], [1.079, -1.692, 0.973], [1.364, 2.194, 0.023], [1.404, 1.192, -0.053], [-1.700, -0.008, 0.608], [-1.097, 1.491, -0.004], [3.699, -0.059, 0.772]]}

***

Record 5
{"formula": "C4H6O2", "method": "ωB97M-V with the def2-TZVPD basis set", "gap_ha": 0.3543, "de_lowest_kj_mol": 139.8, "smiles": "C/C(O)=C/C=O", "e_tot_ha": -306.45306, "e_homo_ev": -9.23, "elements": ["C", "O", "H", "H", "C", "H", "C", "C", "H", "O", "H", "H"], "coordinates": [[0.803, -1.793, -0.231], [1.184, -2.593, -1.061], [0.661, -0.257, 1.779], [-1.390, 1.127, -1.273], [-0.130, 0.406, 0.269], [-1.997, 1.430, 0.369], [-1.100, 1.416, -0.260], [0.686, -0.363, -0.494], [0.369, -2.154, 0.730], [-0.167, 0.219, 1.601], [-0.684, 2.426, -0.281], [0.946, -0.046, -1.494]]}

***

Record 6
{"formula": "C11H23F5N2O2P", "method": "ωB97M-V with the def2-TZVPD basis set", "charge": 1, "gap_ha": 0.3454, "e_tot_ha": -1533.37035, "e_homo_ev": -11.89, "elements": ["C", "H", "C", "H", "C", "C", "H", "F", "H", "H", "H", "C", "H", "O", "C", "H", "H", "C", "H", "C", "H", "H", "H", "C", "F", "F", "H", "N", "P", "H", "C", "O", "H", "H", "H", "H", "H", "C", "N", "H", "H", "F", "H", "F"], "coordinates": [[1.291, 4.355, -3.327], [0.275, 4.723, -3.187], [-2.191, -1.117, -0.607], [-3.240, -2.398, -2.592], [1.133, 2.785, -1.519], [2.986, 4.371, -1.479], [-2.434, 0.113, 4.042], [1.868, -1.980, -2.313], [0.687, -0.029, -2.244], [0.224, -1.976, 2.503], [-1.998, -3.726, -1.236], [-0.138, -0.128, 5.113], [-0.836, 0.660, 5.387], [-2.480, -1.427, 2.717], [0.217, -0.618, -1.476], [0.085, -0.726, 5.997], [-0.472, -3.024, 3.743], [0.948, -2.881, -0.463], [1.028, -2.131, 4.079], [0.683, -2.039, -1.711], [1.591, 2.439, -0.576], [-1.432, 0.660, -1.443], [3.824, 4.277, -2.170], [-1.933, -0.754, 3.582], [-0.146, -3.119, 0.221], [1.825, -2.294, 0.269], [2.820, 5.427, -1.260], [1.791, 3.800, -2.077], [-2.888, -2.651, -1.263], [-3.050, -0.475, -0.449], [0.067, -2.092, 3.574], [0.122, 2.267, -1.981], [3.231, 3.853, -0.555], [-1.609, -0.568, -2.632], [-1.752, -1.253, 0.372], [-4.042, -3.068, -0.592], [1.933, 5.170, -3.649], [-1.275, -0.390, -1.619], [-0.711, -0.973, 4.079], [0.618, -0.236, -0.551], [0.785, 0.327, 4.749], [-0.116, -2.699, -2.548], [1.273, 3.580, -4.093], [1.438, -4.037, -0.816]]}

***

Record 7
{"formula": "C7H13BrF2O", "method": "ωB97M-V with the def2-TZVPD basis set", "gap_ha": [0.2799, 0.2575], "de_lowest_kj_mol": 150.1, "e_tot_ha": -3123.35038, "e_homo_ev": [-7.46, -7.12], "elements": ["H", "H", "C", "C", "H", "C", "H", "C", "O", "H", "F", "H", "F", "Br", "H", "H", "C", "H", "C", "H", "C", "H", "H", "H"], "coordinates": [[0.046, 1.977, 0.192], [1.132, -2.405, 0.517], [-0.958, 1.647, -0.081], [0.193, -0.751, 0.438], [0.217, -1.779, 2.283], [0.297, -0.681, 1.946], [-2.098, -0.814, 1.024], [-0.275, 0.044, -1.833], [0.612, -1.878, -0.181], [-0.630, 0.885, -2.518], [2.649, 1.311, 1.204], [-2.847, -0.136, -0.465], [2.453, 1.779, -0.995], [3.596, -0.649, -0.479], [-0.515, 0.003, 2.323], [-1.520, 2.049, 0.727], [-2.113, -0.682, -0.081], [1.384, -0.300, 2.177], [2.358, 0.870, -0.019], [-1.303, 2.074, -0.988], [-0.808, 0.096, -0.380], [0.787, -0.056, -1.889], [-0.624, -0.939, -2.313], [-2.032, -1.667, -0.608]]}

***

Record 8
{"formula": "C2H2F2OS", "method": "ωB97M-V with the def2-TZVPD basis set", "gap_ha": 0.3282, "de_lowest_kj_mol": 281.0, "e_tot_ha": -750.44868, "e_homo_ev": -9.60, "elements": ["O", "H", "C", "F", "C", "S", "H", "F"], "coordinates": [[2.122, -0.870, 0.586], [-1.719, -0.049, -1.041], [-0.391, -0.534, 0.348], [-2.534, -1.522, -0.262], [-1.792, -0.399, -0.010], [0.781, -1.603, -0.055], [2.157, 0.068, 0.819], [-2.496, 0.278, 0.897]]}